Below is a 11-piece molecular cluster, C16H54N12O16 overall in a non-equilibrium geometry, with properties calculated with ωB97M-V with the def2-TZVPD basis set.

Results
* E_LUMO: 0.359 eV
* energy relative to the best compared isomer or geometry (same formula, charge and spin): 0.000 eV
* maximum force: 3.27 eV/Å
* E_HOMO: -9.313 eV
* calculated total energy: -2503.11322 a.u.
* structure (SMILES): NC(N)=O.NC(N)=O.NC(N)=O.NC(N)=O.NC(N)=O.NC(N)=O.OCCO.OCCO.OCCO.OCCO.OCCO
* Kohn-Sham gap: 9.67 eV

Geometry (Å):
C 10.941 15.141 12.694
O 10.634 14.000 12.410
N 11.786 15.807 11.965
N 10.242 15.750 13.626
H 12.109 15.400 11.130
H 12.189 16.657 12.249
H 9.703 15.119 14.152
H 10.537 16.548 14.121
C 14.738 16.785 9.978
O 13.971 17.242 10.827
N 15.615 17.499 9.232
N 14.648 15.431 9.706
H 15.635 18.469 9.448
H 15.987 17.142 8.376
H 14.026 14.812 10.147
H 14.947 15.003 8.861
C 15.681 12.286 7.215
O 15.929 13.169 8.073
N 16.614 11.833 6.334
N 14.426 11.725 7.005
H 16.338 11.269 5.571
H 17.533 12.286 6.274
H 14.388 10.998 6.263
H 13.511 12.127 7.271
C 15.040 9.221 14.010
O 14.807 10.418 13.751
N 14.072 8.425 14.491
N 16.225 8.699 13.852
H 14.289 7.457 14.753
H 13.127 8.740 14.278
H 16.941 9.374 13.534
H 16.447 7.793 14.205
C 14.518 13.921 15.429
O 15.129 14.771 16.058
N 13.587 14.294 14.449
N 14.644 12.549 15.656
H 13.276 15.227 14.350
H 13.104 13.620 13.899
H 15.219 12.279 16.404
H 14.531 11.830 14.970
C 13.326 12.575 11.157
O 12.560 13.400 10.558
N 14.569 12.269 10.733
N 12.875 11.968 12.289
H 15.284 11.724 11.233
H 15.070 12.795 10.019
H 13.355 11.357 12.919
H 11.924 12.165 12.501
C 8.695 11.916 14.438
C 7.735 10.744 14.348
O 7.194 10.475 13.093
O 9.768 11.674 13.478
H 9.128 11.902 15.457
H 8.227 12.876 14.286
H 6.953 10.955 15.101
H 8.331 9.935 14.758
H 7.960 10.226 12.523
H 9.862 12.490 12.919
C 10.941 13.960 6.232
C 11.103 13.907 7.688
O 12.220 13.083 7.950
O 12.028 14.354 5.479
H 10.123 14.655 6.001
H 10.590 12.958 5.885
H 10.173 13.544 8.161
H 11.260 14.954 8.085
H 12.549 13.212 8.875
H 12.762 13.748 5.531
C 10.740 8.251 12.983
C 10.560 7.414 14.255
O 9.873 8.007 15.268
O 11.520 9.473 13.273
H 9.744 8.549 12.568
H 11.304 7.742 12.238
H 11.571 7.182 14.623
H 10.214 6.398 13.990
H 9.100 7.451 15.461
H 10.872 10.191 13.408
C 17.223 13.866 12.474
C 17.005 12.551 13.220
O 17.501 11.410 12.535
O 18.605 13.772 11.934
H 17.087 14.653 13.277
H 16.537 14.078 11.690
H 15.971 12.264 13.422
H 17.612 12.654 14.160
H 17.955 11.642 11.735
H 19.205 13.535 12.632
C 9.851 9.917 9.467
C 11.035 10.788 9.515
O 12.130 10.187 10.232
O 10.017 8.584 9.034
H 9.204 10.520 8.837
H 9.402 9.882 10.477
H 10.820 11.780 9.955
H 11.303 10.888 8.438
H 12.118 10.450 11.183
H 10.948 8.339 9.060